DFT (ωB97M-V/def2-TZVPD) results for 11 unconnected molecules or ions with the total composition C29H86N6O11.

Computed properties:
DFT total energy ... -62926.2152 eV
Strongest force on any atom ... 2.4 eV Å⁻¹
ΔE to the lowest compared entry with this formula, charge and spin ... 0.0 kJ/mol
Molar mass ... 695.0 g mol⁻¹
Structure (SMILES) ... COC[C@H](C)N.COC[C@H](C)N.COC[C@H](C)N.COC[C@H](C)N.COC[C@H](C)N.COC[C@H](C)N.CO.CO.CO.CO.CO

Geometry as ORCA input:
```
! RIJCOSX wB97M-V def2-TZVPD def2/J DEFGRID3
* xyz 0 1
C 1.42 -3.00 -2.37
C 1.73 -4.43 -2.77
C 2.90 -4.57 -3.72
O 2.67 -3.81 -4.86
C 3.67 -3.98 -5.83
N 1.96 -5.26 -1.58
H 1.39 -2.35 -3.24
H 2.20 -2.58 -1.73
H 0.45 -2.94 -1.86
H 0.88 -4.82 -3.36
H 3.10 -5.63 -3.94
H 3.81 -4.18 -3.24
H 3.67 -3.11 -6.49
H 3.57 -4.89 -6.44
H 4.67 -4.04 -5.36
H 1.11 -5.19 -1.01
H 2.02 -6.23 -1.88
C 2.37 1.03 -3.10
C 3.28 -0.10 -2.60
C 4.70 0.29 -2.77
O 5.05 0.40 -4.13
C 6.36 0.87 -4.28
N 3.07 -0.35 -1.16
H 2.44 1.92 -2.47
H 1.33 0.71 -3.03
H 2.55 1.31 -4.14
H 3.04 -1.03 -3.12
H 5.41 -0.39 -2.27
H 4.84 1.25 -2.24
H 6.43 1.93 -4.01
H 6.62 0.75 -5.33
H 7.06 0.29 -3.67
H 2.07 -0.52 -0.96
H 3.23 0.54 -0.66
C 0.08 2.89 3.18
C -0.05 4.37 3.51
C -0.89 4.67 4.72
O -0.91 6.05 4.98
C -1.83 6.36 5.99
N 1.33 4.95 3.66
H 0.74 2.33 3.85
H 0.56 2.73 2.21
H -0.93 2.49 3.19
H -0.43 4.87 2.62
H -0.59 4.08 5.61
H -1.93 4.34 4.51
H -1.84 7.44 6.10
H -1.56 5.87 6.94
H -2.83 6.02 5.69
H 1.22 5.91 3.98
H 1.73 4.52 4.51
C -4.17 1.19 -0.16
C -4.71 2.42 -0.89
C -3.73 2.86 -1.97
O -4.07 4.17 -2.34
C -3.32 4.64 -3.45
N -6.06 2.17 -1.44
H -3.20 1.40 0.30
H -4.01 0.33 -0.83
H -4.82 0.87 0.65
H -4.69 3.21 -0.13
H -3.82 2.16 -2.82
H -2.71 2.80 -1.55
H -2.29 4.87 -3.13
H -3.79 5.56 -3.79
H -3.26 3.90 -4.26
H -5.96 1.38 -2.08
H -6.27 2.97 -2.03
C -4.29 -1.22 2.81
C -2.77 -1.20 2.71
C -2.14 -0.73 4.01
O -2.51 0.58 4.31
C -1.82 1.12 5.40
N -2.32 -2.57 2.36
H -4.76 -0.31 3.18
H -4.63 -2.07 3.40
H -4.70 -1.36 1.80
H -2.52 -0.50 1.90
H -1.04 -0.87 3.98
H -2.48 -1.39 4.83
H -0.74 0.95 5.26
H -2.09 0.63 6.35
H -2.12 2.15 5.40
H -1.28 -2.61 2.36
H -2.64 -3.21 3.08
C 0.89 -6.59 1.75
C 0.22 -5.21 1.69
C 1.25 -4.13 1.86
O 0.57 -2.90 2.09
C 1.45 -1.81 2.27
N -0.42 -5.07 0.36
H 0.14 -7.38 1.72
H 1.43 -6.66 2.70
H 1.63 -6.68 0.95
H -0.59 -5.18 2.43
H 1.87 -4.04 0.97
H 1.90 -4.37 2.71
H 0.89 -0.89 2.21
H 2.27 -1.81 1.54
H 1.96 -1.94 3.23
H -1.33 -5.54 0.32
H -0.80 -4.11 0.31
C 0.98 4.34 -1.36
O 1.24 5.71 -0.99
H 1.68 3.61 -0.95
H 0.00 4.14 -0.91
H 0.91 4.24 -2.44
H 1.72 6.14 -1.69
C -0.23 0.84 -0.13
O 0.14 -0.36 -0.76
H 0.61 1.50 0.06
H -0.97 1.38 -0.74
H -0.74 0.64 0.82
H -0.56 -1.02 -0.66
C -1.70 0.07 -3.71
O -2.39 -0.19 -4.90
H -0.61 -0.05 -3.72
H -1.86 1.08 -3.34
H -1.97 -0.61 -2.88
H -2.07 -1.04 -5.24
C -3.42 -2.86 -1.12
O -2.44 -1.99 -0.56
H -3.06 -3.90 -1.15
H -4.32 -2.90 -0.49
H -3.69 -2.47 -2.09
H -2.36 -2.16 0.41
C 4.19 1.06 1.95
O 3.61 1.83 0.88
H 5.14 1.48 2.28
H 3.52 0.91 2.81
H 4.37 0.04 1.58
H 3.72 2.77 1.09
*
```